A cluster of 11 separate species, H23O11 in total, computed with ωB97M-V/def2-TZVPD.

XYZ file:
```
34
Properties=species:S:1:pos:R:3:forces:R:3
O -0.158477 2.438712 0.369860 -1.861 -0.329 -0.651
H 0.402269 -1.105289 2.809816 0.236 -1.142 1.631
H -2.582631 0.219199 0.911964 0.015 -0.092 -0.581
O -3.623789 -0.892661 -0.020138 0.019 -0.885 1.016
H -0.310535 3.095296 -0.359551 0.634 -1.185 0.841
H 1.368293 -1.803192 3.824267 0.016 0.004 -0.112
O 0.008168 -0.989047 -0.456486 -0.012 -0.719 -1.309
H 4.410825 1.723328 -1.684641 -0.295 -2.082 0.582
H -0.357927 -0.531095 -3.374877 -0.453 0.314 -0.052
O -2.640673 2.791134 -0.981888 1.396 4.209 -0.980
H -2.522083 3.080290 -1.907924 -0.526 -1.429 -0.532
H 3.385939 -0.754057 -0.093022 -1.607 -0.971 1.222
O -2.286790 1.140269 0.808530 1.501 -0.413 -0.134
H -1.791493 -0.255579 -3.790721 -0.057 0.025 -0.023
H -2.708361 1.653975 1.474561 -0.522 0.722 0.845
O 2.122414 1.399266 0.922357 -0.884 1.151 1.202
H 2.151332 0.413415 0.891218 0.299 -0.222 0.089
H 0.773930 2.020112 0.508551 0.341 -0.090 -0.349
O 0.436105 -1.615354 3.675769 -0.236 1.116 -1.594
H -0.431767 -1.853252 -0.226364 0.975 1.040 -0.523
O 2.561076 -1.134850 0.388621 3.298 1.148 -0.490
H -4.099739 -0.521889 -0.745381 -0.267 0.642 -1.011
H -4.330485 -1.256243 0.524791 0.073 -0.251 0.124
O 0.632929 -3.888742 0.353371 1.094 0.911 0.379
H 1.886320 -0.974375 -0.251565 -1.311 -0.398 -0.574
H 0.031465 -4.558063 0.096310 -0.903 -1.180 -0.339
O 4.209164 0.734200 -1.588535 0.038 2.146 -0.916
H 1.415212 -4.356542 0.686982 -0.342 0.303 -0.122
H 3.874023 0.546709 -2.482051 0.213 -0.219 0.358
O -1.147119 -0.026552 -3.112909 0.481 -0.281 -0.181
H -2.379626 3.757151 -0.747473 -1.033 -2.001 0.880
H 2.097212 1.659091 1.874913 0.328 -0.430 -0.961
H -1.045088 1.702252 0.390503 0.555 0.764 0.462
H 0.336385 -1.060971 -1.403626 -1.204 -0.178 1.803
```
Forces are in eV/Å.

The LUMO energy is -0.107 hartree. For the molar mass, the calculation gives 199.2 g/mol. As for the orbital gap: 10.63 eV. For the energy relative to the best compared isomer or geometry (same formula, charge and spin), the calculation gives 341.9 kJ/mol. Its charge is +1.